w) Below is 2 unconnected molecules or ions with the total composition C2H2NO2S2, with properties calculated with ωB97M-V/def2-TZVPD.

Each line ends with the Löwdin charge.
Element x y z (Å)
C 1.861 -1.049 -0.126  -0.7082
C -2.026 0.211 0.082  -0.2728
N -0.886 0.369 0.603  -0.4445
O 1.796 -1.312 1.001  0.0898
O 1.706 -1.251 -1.260  0.0921
S 2.228 1.617 0.200  -0.0910
S 0.237 1.368 -0.252  0.2397
H -2.726 -0.460 0.705  0.0660
H -2.190 0.507 -0.954  0.0289

Properties
E_HOMO (eV): -2.9
Net charge: -1
Frontier orbital gap (hartree): 0.244



x) Below is a gas-phase ion, C2H2NO2S2 (charge -1), with properties calculated with ωB97M-V/def2-TZVPD.

Each line ends with the Löwdin charge.
Element x y z (Å)
C 0.980 -0.227 0.017  -0.7244
C -0.129 -0.290 1.028  -0.7211
N 0.464 0.199 -1.120  -0.2508
O 2.117 -0.676 0.176  -0.0082
O -0.687 2.030 -2.169  -0.5851
S -0.917 -1.865 0.884  0.3531
S -0.929 0.628 -1.681  0.8611
H 0.142 -0.219 2.086  0.0409
H -1.041 0.420 0.779  0.0346

Properties
E_HOMO (spin up / spin down) (eV): -4.0 / -3.2
Net charge: -1
Frontier orbital gap (spin up / spin down) (hartree): 0.243 / 0.183



Of them, x) has the lowest stability.



w) Below is a single CH2O3S molecule, with properties calculated with ωB97M-V/def2-TZVPD.

Each line ends with the Löwdin charge.
Element x y z (Å)
C -1.064 0.084 -0.244  0.2511
O 1.276 1.516 -0.057  -0.2754
O 1.357 -0.718 -0.979  -0.2985
O 0.476 -0.534 1.372  -0.2471
S 0.811 0.175 0.011  0.5055
H -1.262 -0.821 -0.711  0.0386
H -1.593 0.298 0.608  0.0258

Properties
E_HOMO (spin up / spin down) (eV): -11.3 / -11.3
Net charge: 0
Frontier orbital gap (spin up / spin down) (hartree): 0.294 / 0.275



x) Below is 2 unconnected molecules or ions with the total composition CH2O3S, with properties calculated with ωB97M-V/def2-TZVPD.

Each line ends with the Löwdin charge.
Element x y z (Å)
C -1.501 -0.424 -0.007  -0.3958
O -1.059 -1.477 0.462  0.0383
O 2.298 0.476 -0.028  -0.7048
O -0.892 0.719 -0.045  0.1162
S 3.709 0.211 -0.337  0.7485
H -2.505 -0.144 -0.379  0.1432
H -0.050 0.638 0.334  0.0543

Properties
E_HOMO (spin up / spin down) (eV): -9.7 / -9.7
SMILES: O=CO.O=S
Net charge: 0
Frontier orbital gap (spin up / spin down) (hartree): 0.287 / 0.287



y) Below is a molecular structure, CH2O3S, with properties calculated with ωB97M-V/def2-TZVPD.

Each line ends with the Löwdin charge.
Element x y z (Å)
C -0.017 -0.820 0.150  -0.4435
O 0.028 2.598 -0.015  -0.3448
O 0.956 0.344 0.146  -0.3086
O -1.263 -0.422 -0.128  -0.2277
S 0.052 1.307 -0.662  1.1099
H 0.246 -1.624 -0.546  0.1122
H -0.002 -1.382 1.055  0.1026

Properties
E_HOMO (spin up / spin down) (eV): -9.7 / -9.7
Net charge: 0
Frontier orbital gap (spin up / spin down) (hartree): 0.289 / 0.289



Of them, w) has the lowest stability.



w) Below is 3 unconnected molecules or ions with the total composition C6H18O3, with properties calculated with ωB97M-V/def2-TZVPD.

Each line ends with the Löwdin charge.
Element x y z (Å)
C 13.401 4.860 3.441  -0.0884
C 12.936 5.817 4.540  -0.3125
O 12.252 6.953 3.975  -0.0848
H 12.621 4.360 2.867  0.0739
H 14.090 4.092 3.792  0.0653
H 14.093 5.373 2.772  0.0698
H 13.752 6.180 5.164  0.1047
H 12.283 5.301 5.245  0.1009
H 12.317 7.575 4.702  0.0712
C 23.845 -0.063 1.822  -0.1220
C 24.263 -1.103 2.788  -0.3384
O 23.842 -0.546 4.003  -0.0795
H 23.990 0.958 2.177  0.0798
H 22.777 -0.120 1.614  0.0733
H 24.210 -0.271 0.817  0.0735
H 25.348 -1.197 2.735  0.1075
H 23.873 -2.074 2.482  0.1176
H 24.468 0.095 4.347  0.0883
C 17.568 2.123 7.425  -0.0894
C 17.490 0.848 6.570  -0.3162
O 18.436 -0.081 7.064  -0.0816
H 18.550 2.382 7.822  0.0712
H 16.841 2.133 8.236  0.0665
H 17.379 2.986 6.787  0.0586
H 17.625 1.147 5.530  0.1021
H 16.524 0.344 6.580  0.1074
H 19.230 -0.006 6.528  0.0815

Properties
E_HOMO (eV): -10.2
SMILES: CCO.CCO.CCO
Net charge: 0
Frontier orbital gap (hartree): 0.401



x) Below is 3 unconnected molecules or ions with the total composition C6H18O3, with properties calculated with ωB97M-V/def2-TZVPD.

Each line ends with the Löwdin charge.
Element x y z (Å)
C 0.449 -0.442 0.999  -0.0902
C 0.253 0.966 0.479  -0.3158
O -0.618 0.895 -0.664  -0.0883
H 0.987 -0.981 0.215  0.0763
H -0.432 -1.048 1.204  0.0531
H 1.052 -0.487 1.908  0.0766
H 1.199 1.424 0.170  0.1087
H -0.135 1.644 1.249  0.1063
H -0.412 1.724 -1.112  0.0634
C 1.118 2.249 -4.069  -0.0924
C 2.524 2.669 -4.434  -0.3129
O 2.821 3.868 -3.686  -0.0910
H 0.368 3.003 -4.303  0.0756
H 1.148 2.060 -2.996  0.0612
H 0.842 1.307 -4.553  0.0790
H 2.733 2.757 -5.505  0.1064
H 3.253 1.926 -4.106  0.1098
H 2.162 4.513 -3.964  0.0735
C -3.101 -2.991 3.752  -0.0859
C -1.586 -2.781 3.594  -0.3066
O -0.861 -3.870 4.180  -0.0936
H -3.325 -2.713 4.783  0.0703
H -3.406 -4.035 3.660  0.0692
H -3.678 -2.439 3.011  0.0687
H -1.279 -1.892 4.140  0.1098
H -1.314 -2.777 2.536  0.0932
H -0.761 -4.551 3.512  0.0756

Properties
E_HOMO (eV): -10.2
SMILES: CCO.CCO.CCO
Net charge: 0
Frontier orbital gap (hartree): 0.404



Of them, w) has the lowest stability.



w) Below is a single C20H26N2O4 molecule, with properties calculated with ωB97M-V/def2-TZVPD.

Each line ends with the Löwdin charge.
Element x y z (Å)
C -7.775 -1.551 -0.131  -0.0216
C -6.304 -1.781 0.134  -0.4142
O -5.877 -2.891 0.377  0.0715
C -5.417 -0.601 0.082  -0.1718
C -4.061 -0.782 0.358  0.0024
C -3.163 0.265 0.329  0.0059
C -3.616 1.547 0.017  -0.2536
C -4.974 1.739 -0.260  0.0014
C -5.860 0.688 -0.228  -0.0289
H -6.899 0.877 -0.449  0.1059
H -5.306 2.738 -0.497  0.1170
O -2.854 2.667 -0.034  -0.0334
C -1.461 2.574 0.188  -0.1898
C -0.712 2.040 -1.036  -0.1591
H -0.875 2.719 -1.874  0.1210
H -1.119 1.064 -1.305  0.1150
C 0.782 1.896 -0.761  -0.0967
C 1.075 0.770 0.221  -0.4822
O 0.221 0.033 0.674  0.0430
N 2.376 0.683 0.566  0.0828
H 3.059 1.229 0.062  0.1286
C 2.902 -0.418 1.331  -0.1091
H 3.429 -0.041 2.215  0.1334
H 2.053 -1.018 1.663  0.1187
C 3.892 -1.261 0.495  -0.2491
C 5.172 -0.493 0.362  -0.2758
C 6.432 -0.782 0.797  -0.0164
C 7.244 0.320 0.432  -0.0537
C 6.419 1.197 -0.195  -0.1096
O 5.162 0.717 -0.241  0.0305
H 6.592 2.158 -0.638  0.1198
H 8.292 0.435 0.613  0.1015
H 6.744 -1.668 1.310  0.1124
N 3.330 -1.578 -0.817  -0.2203
C 2.150 -2.418 -0.715  -0.0785
H 2.356 -3.365 -0.193  0.0953
H 1.802 -2.646 -1.720  0.0890
H 1.352 -1.895 -0.196  0.0645
C 4.313 -2.202 -1.682  -0.0854
H 5.155 -1.530 -1.835  0.0839
H 3.851 -2.397 -2.648  0.0863
H 4.693 -3.152 -1.275  0.0951
H 4.126 -2.180 1.067  0.1595
H 1.306 1.667 -1.691  0.1266
H 1.189 2.829 -0.363  0.1240
H -1.147 3.602 0.398  0.1329
H -1.247 1.955 1.064  0.1202
H -2.126 0.069 0.549  0.0900
H -3.721 -1.778 0.598  0.1206
H -8.305 -2.496 -0.044  0.0813
H -7.917 -1.152 -1.132  0.0846
H -8.180 -0.843 0.590  0.0848

Properties
E_HOMO (eV): -8.4
SMILES: CC(=O)c1ccc(OCCCC(=O)NC[C@H](c2ccco2)N(C)C)cc1
Net charge: 0
Frontier orbital gap (hartree): 0.332



x) Below is a single C20H26N2O4 molecule, with properties calculated with ωB97M-V/def2-TZVPD.

Each line ends with the Löwdin charge.
Element x y z (Å)
C 3.473 0.290 -0.026  -0.0605
H 4.099 -0.378 -0.626  0.0982
O 2.987 1.368 -0.788  -0.0953
C 2.097 1.118 -1.797  -0.1934
C 1.776 -0.157 -2.240  0.0095
C 0.893 -0.369 -3.292  -0.2858
C 0.328 0.730 -3.916  -0.0466
C 0.614 2.007 -3.470  0.0034
C 1.479 2.225 -2.408  -0.2130
O 1.669 3.539 -2.046  -0.0162
C 1.860 3.848 -0.679  -0.0978
C 0.948 3.054 0.195  -0.2300
C -0.334 2.623 -0.008  0.0768
C -0.579 1.773 1.100  -0.2006
N 0.468 1.733 1.883  0.1386
O 1.419 2.523 1.330  0.0288
C -1.857 1.070 1.423  -0.4141
O -2.707 1.632 2.087  0.0817
N -2.004 -0.169 0.905  -0.0507
C -1.017 -0.807 0.071  -0.1364
H -1.523 -1.211 -0.814  0.1288
C -0.227 -1.931 0.762  -0.1573
C 0.162 -1.614 2.212  -0.1915
H 1.169 -1.998 2.391  0.1073
C -0.752 -2.247 3.264  -0.2047
H -0.806 -3.326 3.086  0.1108
H -0.274 -2.104 4.236  0.1079
C -2.173 -1.688 3.364  -0.1846
C -3.080 -2.035 2.177  -0.1625
H -2.704 -2.926 1.673  0.0968
H -4.082 -2.275 2.537  0.1091
C -3.234 -0.879 1.181  -0.1360
H -3.920 -0.138 1.599  0.1223
H -3.647 -1.251 0.236  0.1259
H -2.132 -0.606 3.491  0.1084
H -2.616 -2.101 4.273  0.1078
H 0.197 -0.533 2.363  0.0837
H 0.672 -2.093 0.164  0.0942
H -0.794 -2.861 0.732  0.0987
H -0.316 -0.045 -0.277  0.1045
H -0.995 2.856 -0.815  0.1336
H 2.895 3.672 -0.364  0.1360
H 1.638 4.918 -0.604  0.1434
H 0.165 2.870 -3.935  0.1226
H -0.352 0.593 -4.744  0.1097
C 0.590 -1.768 -3.739  -0.0467
H 1.431 -2.172 -4.302  0.0842
H 0.417 -2.419 -2.884  0.0722
H -0.287 -1.787 -4.380  0.0759
H 2.232 -1.016 -1.772  0.1112
H 4.077 0.741 0.759  0.1021
H 2.658 -0.278 0.433  0.0891

Properties
E_HOMO (eV): -8.4
SMILES: COc1cc(C)ccc1OCc1cc(C(=O)N2CCCCCCC2)no1
Net charge: 0
Frontier orbital gap (hartree): 0.333



y) Below is a single C20H26N2O4 molecule, with properties calculated with ωB97M-V/def2-TZVPD.

Each line ends with the Löwdin charge.
Element x y z (Å)
C 2.230 -1.584 1.015  0.0029
N 1.004 -2.320 1.248  -0.0651
C 1.190 -3.756 1.312  -0.1469
C 0.044 -4.461 1.981  -0.1503
C -1.257 -3.922 1.456  -0.1466
N -1.280 -2.470 1.411  -0.0767
C -2.601 -1.874 1.396  -0.0088
C -0.198 -1.752 1.108  -0.1609
C -0.337 -0.254 0.839  -0.0154
H 2.299 -0.693 1.650  0.1095
H 3.070 -2.229 1.289  0.0964
H 2.306 -1.314 -0.049  0.0943
H 1.305 -4.140 0.286  0.1381
H 2.124 -3.958 1.842  0.1278
H 0.106 -5.536 1.771  0.1290
H 0.096 -4.343 3.068  0.1266
H -1.402 -4.300 0.431  0.1416
H -2.101 -4.271 2.059  0.1289
H -2.720 -1.127 2.200  0.1126
H -2.796 -1.405 0.419  0.1047
H -3.345 -2.662 1.572  0.0952
H -1.155 0.155 1.468  0.1318
H 0.621 0.235 1.091  0.1075
C -0.705 4.930 -1.508  0.0064
C -0.793 4.583 -0.029  -0.5325
C -0.793 5.854 0.830  0.0079
O -1.977 3.808 0.257  0.0631
C -1.930 2.445 0.010  -0.4502
O -2.940 1.789 0.227  0.0390
C -0.702 1.837 -0.426  -0.1001
C -0.657 0.344 -0.565  -0.2014
C 0.353 -0.142 -1.604  -0.1706
C 1.346 0.607 -2.248  -0.0127
C 2.453 -0.050 -2.803  -0.0732
C 2.489 -1.439 -2.861  -0.1109
C 1.355 -2.148 -2.446  -0.1179
C 0.248 -1.494 -1.927  -0.0694
C 0.484 2.526 -0.017  -0.4738
O 1.592 2.020 0.079  0.0391
O 0.387 3.851 0.383  0.0474
H -0.718 4.020 -2.126  0.0894
H -1.559 5.566 -1.768  0.0923
H 0.213 5.505 -1.681  0.0956
H -0.836 5.587 1.889  0.0914
H 0.137 6.400 0.651  0.0905
H -1.636 6.496 0.570  0.0889
H -1.676 0.065 -0.912  0.1440
H 1.292 1.687 -2.368  0.1186
H 3.324 0.529 -3.110  0.1080
H 3.408 -1.967 -3.129  0.1013
H 1.349 -3.230 -2.458  0.0918
H -0.712 -2.003 -1.772  0.1219

Properties
E_HOMO (eV): -6.9
Net charge: 0
Frontier orbital gap (hartree): 0.252



Of them, x) has the lowest stability.



w) Below is a molecular structure, C2H3N3O2, with properties calculated with ωB97M-V/def2-TZVPD.

Each line ends with the Löwdin charge.
Element x y z (Å)
C 1.012 -1.314 0.287  -0.1381
C 1.532 -0.133 0.259  -0.1398
N -0.321 -1.607 0.228  0.0162
N -1.386 0.453 -0.185  0.0436
N -1.270 -0.853 0.006  -0.0868
O 1.912 0.961 0.246  0.2185
O -0.448 1.908 -0.040  -0.1399
H 1.620 -2.155 -0.073  0.1288
H -2.382 0.694 0.186  0.1449
H -0.268 2.047 -0.913  -0.0475

Properties
E_HOMO (spin up / spin down) (eV): -7.0 / -9.4
Net charge: 0
Multiplicity: 3
⟨S²⟩: 2.043
Frontier orbital gap (spin up / spin down) (hartree): 0.262 / 0.252



x) Below is 2 unconnected molecules or ions with the total composition C2H3N3O2, with properties calculated with ωB97M-V/def2-TZVPD.

Each line ends with the Löwdin charge.
Element x y z (Å)
C -0.587 2.177 -0.562  0.0309
C 0.942 -1.231 1.281  -0.4951
N -0.359 1.091 -0.985  -0.0845
N 0.554 -0.310 1.871  0.2455
N 0.094 -0.018 -1.265  -0.0472
O 1.324 -2.143 0.726  0.1629
O -0.682 -1.119 -0.998  -0.0146
H -1.126 3.101 -1.005  0.0430
H 0.443 0.183 2.672  0.0547
H -0.602 -1.731 -1.735  0.1045

Properties
E_HOMO (spin up / spin down) (eV): -5.7 / -10.3
Net charge: 0
Multiplicity: 3
⟨S²⟩: 2.010
Frontier orbital gap (spin up / spin down) (hartree): 0.237 / 0.326



Of them, w) has the lowest stability.



w) Below is a gas-phase ion, C3H8N3S (charge +1), with properties calculated with ωB97M-V/def2-TZVPD.

Each line ends with the Löwdin charge.
Element x y z (Å)
C 0.889 -1.229 0.299  -0.1036
C 0.952 1.179 -0.149  -0.1668
C -1.117 0.087 -0.583  -0.5856
N -0.283 -1.320 -0.245  0.1143
N -0.493 1.218 -0.053  -0.0654
N 1.568 -0.074 0.305  0.0675
S -2.810 -0.045 0.053  0.8630
H 1.304 -2.133 0.736  0.1655
H 1.324 1.370 -1.202  0.1584
H 1.447 1.895 0.486  0.1331
H -1.227 0.304 -1.680  0.1327
H -0.631 -2.273 -0.379  0.1575
H -0.781 1.505 0.927  0.1571
H 2.572 -0.037 0.255  0.1598
H -2.714 -0.447 1.232  -0.1874

Properties
E_HOMO (eV): -13.8
SMILES: S[C@@H]1NC=[NH+]CN1
Net charge: +1
Frontier orbital gap (hartree): 0.374



x) Below is a gas-phase ion, C3H8N3S (charge +1), with properties calculated with ωB97M-V/def2-TZVPD.

Each line ends with the Löwdin charge.
Element x y z (Å)
C 0.724 1.407 0.057  -0.2744
C -1.139 -0.287 -0.185  -0.3793
C 0.367 -0.087 -0.133  -0.3537
N -0.010 2.260 0.534  0.1947
N -0.957 -0.515 2.356  -0.3539
N 1.019 -0.570 -1.406  0.2222
S -1.855 0.307 1.413  0.9358
H 1.741 1.638 -0.291  0.1256
H -1.607 0.315 -0.964  0.0947
H -1.405 -1.340 -0.289  0.0929
H 0.769 -0.666 0.707  0.1363
H -1.174 -0.436 3.340  0.0127
H 0.588 -1.440 -1.746  0.1812
H 2.024 -0.740 -1.262  0.1841
H 0.916 0.152 -2.132  0.1811

Properties
E_HOMO (spin up / spin down) (eV): -11.8 / -13.6
Net charge: +1
Frontier orbital gap (spin up / spin down) (hartree): 0.258 / 0.350



Of them, x) has the lowest stability.



w) Below is 2 unconnected molecules or ions with the total composition C2H9NS2, with properties calculated with ωB97M-V/def2-TZVPD.

Each line ends with the Löwdin charge.
Element x y z (Å)
S 3.838 -1.028 -1.131  -0.1507
S 3.503 1.083 -1.269  -0.1996
H 4.194 -1.104 0.118  -0.3246
H 2.467 0.769 -2.047  -0.3070
C -0.502 -0.524 0.820  -0.1722
C -1.342 0.178 -0.160  -0.3734
N -2.861 0.591 0.276  -0.0920
H -0.829 -1.594 1.121  0.0943
H 0.505 -0.384 0.221  0.1026
H -0.545 0.185 1.740  0.0862
H -0.945 1.219 -0.681  0.1490
H -1.504 -0.476 -1.080  0.0943
H -2.699 1.236 1.108  0.0339
H -3.281 -0.151 0.964  0.0593

Properties
E_HOMO (spin up / spin down) (eV): 0.0 / -3.5
Net charge: -1
Multiplicity: 2
⟨S²⟩: 0.754
Frontier orbital gap (spin up / spin down) (hartree): 0.125 / 0.254



x) Below is 2 unconnected molecules or ions with the total composition C2H9NS2, with properties calculated with ωB97M-V/def2-TZVPD.

Each line ends with the Löwdin charge.
Element x y z (Å)
C -4.184 0.364 0.792  -0.1580
N -3.808 0.277 2.232  -0.0715
H -4.537 -0.580 0.466  0.0527
H -3.276 0.683 0.296  0.0607
H -4.858 1.226 0.799  0.0642
H -4.123 0.991 2.741  -0.0237
H -4.013 -0.685 2.584  0.0727
C 3.095 0.977 -0.251  -0.5843
S 1.588 0.086 0.158  0.0575
S 1.037 -0.907 -1.601  -0.1648
H 3.145 2.082 -0.124  0.0179
H 3.186 0.867 -1.310  -0.0237
H 3.927 0.611 0.331  -0.0056
H 1.740 -2.036 -1.569  -0.2941

Properties
E_HOMO (spin up / spin down) (eV): 0.5 / -4.2
Net charge: -1
Multiplicity: 2
⟨S²⟩: 0.753
Frontier orbital gap (spin up / spin down) (hartree): 0.105 / 0.279



Of them, w) has the lowest stability.